The following is a DFT calculation (wB97M-V/def2-TZVPD) of a molecular structure, C27H31BrI2MnN2O2 at a distorted geometry.

Values from the calculation:
multiplicity	2
LUMO level (alpha / beta)	-9.01 / -9.15	eV
Kohn-Sham gap (alpha / beta)	0.14936 / 0.14086	Ha
charge	+2
expectation value of S²	0.80
maximum force	3.17	eV/A

Each line ends with the Löwdin charge.
Positions of all 66 atoms, in Å:
Mn: -0.29 0.21 -0.22  0.8096
I: 3.20 -6.19 -2.55  1.0095
C: 2.00 -4.55 -2.08  -0.6906
C: 0.62 -4.62 -2.28  -0.1960
C: -0.16 -3.54 -1.97  -0.6101
I: -2.23 -3.56 -2.21  1.0136
C: 0.43 -2.35 -1.43  -0.3938
O: -0.28 -1.33 -1.14  -0.1653
C: 1.84 -2.31 -1.22  -0.1310
C: 2.45 -1.05 -0.64  -0.1027
N: 1.63 -0.53 0.49  -0.0916
C: 2.34 0.46 1.32  -0.0945
C: 1.72 1.83 1.24  -0.2260
C: 2.35 2.92 1.80  0.0175
C: 1.73 4.16 1.76  0.0024
C: 0.49 4.26 1.16  -0.0087
C: -0.08 3.13 0.62  -0.0736
N: 0.52 1.93 0.65  0.0302
C: 2.60 -3.40 -1.54  -0.0905
H: 0.17 -5.52 -2.68  0.0983
H: 2.50 -0.27 -1.41  0.1491
H: 3.46 -1.27 -0.31  0.1364
H: 1.42 -1.34 1.07  0.1387
H: 3.39 0.52 1.03  0.1394
H: 2.32 0.14 2.37  0.1500
H: 3.32 2.80 2.27  0.1366
H: 2.21 5.02 2.20  0.1325
H: -0.03 5.21 1.11  0.1272
H: -1.04 3.18 0.13  0.1130
H: 3.68 -3.37 -1.39  0.1115
C: -7.42 -0.51 1.93  -0.0210
C: -6.95 0.95 1.75  -0.5510
C: -7.99 1.71 0.94  -0.0468
C: -6.81 1.62 3.14  -0.0223
C: -5.59 0.94 1.09  -0.0949
C: -4.52 0.28 1.73  -0.0445
C: -3.30 0.29 1.15  -0.4766
Br: -1.82 -0.58 2.00  0.9741
C: -3.03 0.94 -0.10  -0.2939
O: -1.82 0.90 -0.53  -0.1689
C: -4.11 1.60 -0.77  -0.0288
C: -5.34 1.57 -0.14  0.0504
C: -4.02 2.33 -2.12  -0.5247
C: -5.06 1.69 -3.07  -0.0222
C: -4.39 3.80 -1.88  -0.0220
C: -2.67 2.28 -2.84  -0.0457
H: -8.41 -0.51 2.39  0.0995
H: -6.75 -1.08 2.57  0.0834
H: -7.49 -1.01 0.96  0.0980
H: -8.94 1.69 1.47  0.0988
H: -8.15 1.26 -0.04  0.0954
H: -7.72 2.76 0.82  0.0951
H: -7.78 1.63 3.63  0.0996
H: -6.46 2.64 3.04  0.0975
H: -6.12 1.08 3.79  0.0824
H: -4.65 -0.22 2.68  0.1198
H: -6.17 2.06 -0.63  0.1038
H: -6.07 1.76 -2.67  0.0836
H: -4.83 0.64 -3.25  0.0990
H: -5.05 2.22 -4.02  0.1001
H: -5.40 3.91 -1.49  0.0872
H: -4.33 4.34 -2.83  0.1001
H: -3.69 4.27 -1.18  0.0905
H: -2.35 1.26 -3.05  0.0891
H: -1.89 2.81 -2.30  0.0754
H: -2.79 2.78 -3.80  0.0990

=====

The following is a DFT calculation (wB97M-V/def2-TZVPD) of a molecular structure, C44H48F2IMnN5O2PS.

Values from the calculation:
multiplicity	6
energy relative to the best compared isomer or geometry (same formula, charge and spin)	12.9	kcal per mole
LUMO level (alpha / beta)	2.10 / 2.10	eV
Kohn-Sham gap (alpha / beta)	0.22968 / 0.23651	Ha
charge	-1
expectation value of S²	8.76
maximum force	0.75	eV/A

Each line ends with the Löwdin charge.
Positions of all 105 atoms, in Å:
Mn: 0.25 0.08 -0.12  0.7458
F: 4.18 -3.83 -0.19  0.0406
C: 3.90 -2.51 -0.10  -0.2730
C: 2.60 -2.11 0.13  -0.0472
C: 2.27 -0.75 0.23  -0.0994
C: 3.33 0.18 0.08  -0.1662
C: 4.62 -0.28 -0.19  -0.2281
F: 5.64 0.59 -0.42  0.0260
C: 4.94 -1.62 -0.28  0.0446
C: 3.02 1.62 0.16  -0.2324
C: 3.97 2.59 0.54  -0.0132
C: 3.61 3.92 0.61  -0.0722
C: 2.31 4.28 0.30  -0.0690
C: 1.43 3.27 -0.05  -0.1424
N: 1.76 1.99 -0.11  0.0728
H: 1.84 -2.88 0.19  0.0960
H: 5.94 -1.94 -0.52  0.1260
H: 4.97 2.28 0.79  0.1064
H: 4.33 4.66 0.91  0.1012
H: 1.97 5.31 0.32  0.0953
H: 0.40 3.50 -0.30  0.0620
C: -3.38 4.19 -0.16  -0.1199
C: -2.34 3.26 0.47  -0.5293
C: -2.70 2.99 1.93  -0.1168
P: -1.90 1.68 -0.45  1.0821
C: -2.31 2.11 -2.21  -0.5477
C: -2.38 0.86 -3.07  -0.1088
C: -1.25 3.07 -2.75  -0.1236
C: -3.16 0.45 -0.02  -0.3094
C: -4.52 0.78 -0.01  -0.0744
C: -5.53 -0.12 0.29  -0.2992
C: -6.98 0.28 0.28  -0.0720
C: -5.12 -1.42 0.59  -0.0558
C: -3.80 -1.80 0.57  -0.0297
C: -2.75 -0.89 0.24  -0.3544
N: -1.45 -1.27 0.21  -0.0320
C: -1.18 -2.66 0.12  -0.2325
C: -1.51 -3.36 -1.06  -0.1949
C: -2.10 -2.64 -2.24  -0.0352
C: -1.22 -4.71 -1.16  -0.0096
C: -0.59 -5.41 -0.14  -0.2804
C: -0.22 -6.86 -0.30  -0.0648
C: -0.26 -4.71 1.01  -0.0320
C: -0.54 -3.35 1.15  -0.2151
C: -0.13 -2.66 2.42  -0.0491
H: -3.42 5.12 0.41  0.0757
H: -4.38 3.76 -0.13  0.0620
H: -3.16 4.45 -1.19  0.0547
H: -1.39 3.81 0.48  0.0715
H: -3.62 2.41 2.01  0.0702
H: -2.84 3.94 2.45  0.0747
H: -1.91 2.44 2.43  0.0450
H: -3.29 2.60 -2.21  0.0917
H: -1.44 0.30 -3.01  0.0485
H: -2.55 1.14 -4.11  0.0798
H: -3.19 0.20 -2.75  0.0675
H: -0.27 2.59 -2.75  0.0696
H: -1.17 4.00 -2.18  0.0578
H: -1.49 3.34 -3.79  0.0768
H: -4.81 1.80 -0.25  0.0884
H: -7.09 1.35 0.13  0.0664
H: -7.48 0.01 1.21  0.0698
H: -7.53 -0.22 -0.53  0.0715
H: -5.87 -2.16 0.84  0.1077
H: -3.54 -2.82 0.79  0.1121
H: -1.47 -1.79 -2.49  0.0484
H: -3.11 -2.27 -2.03  0.0737
H: -2.14 -3.30 -3.10  0.0803
H: -1.46 -5.23 -2.09  0.1131
H: -0.94 -7.39 -0.93  0.0686
H: -0.19 -7.37 0.67  0.0675
H: 0.76 -6.97 -0.76  0.0781
H: 0.26 -5.22 1.82  0.1102
H: 0.60 -3.27 2.96  0.0840
H: -0.98 -2.50 3.08  0.0632
H: 0.33 -1.69 2.22  0.0414
C: 2.75 2.91 5.40  -0.1030
C: 2.97 1.60 4.65  -0.2434
C: 1.71 1.10 4.00  -0.6069
N: 1.40 1.32 2.78  0.0480
N: 0.19 0.81 2.41  -0.0122
C: -0.41 0.20 3.38  -0.7386
N: -1.64 -0.38 3.26  0.0944
S: 0.49 0.20 4.87  1.0790
H: 3.68 3.24 5.87  0.0680
H: 1.99 2.80 6.18  0.0665
H: 2.42 3.69 4.71  0.0758
H: 3.37 0.83 5.32  0.1042
H: 3.69 1.73 3.84  0.1086
H: -1.86 -0.66 2.30  0.0629
H: -1.87 -1.09 3.94  0.0846
I: 7.25 0.65 -4.29  0.7951
C: 5.28 0.10 -3.85  -0.7402
C: 4.40 1.06 -3.37  -0.1576
C: 3.10 0.68 -3.06  -0.0260
C: 2.68 -0.64 -3.23  -0.1187
C: 3.58 -1.57 -3.73  -0.0170
C: 4.88 -1.21 -4.04  -0.1571
C: 1.29 -1.08 -2.81  -0.6061
O: 0.93 -2.22 -3.07  0.0404
O: 0.62 -0.19 -2.18  -0.1593
H: 4.72 2.08 -3.21  0.0914
H: 2.40 1.39 -2.65  0.1040
H: 3.23 -2.59 -3.85  0.1182
H: 5.58 -1.95 -4.41  0.0860

=====

| no. | DFT total energy (hartree) |
| --- | --- |
| 1 | -5627.2328 |
| 2 | -4517.8815 |